The ion C5H13N2O with charge +1. Source: OMol25; level of theory: ωB97M-V/def2-TZVPD.

The spin multiplicity is 1. As for the total charge: +1. As for the LUMO energy: -0.133 Ha. The calculation puts the frontier orbital gap at 10.3 eV. The HOMO energy is -13.88 eV. Its total energy is -382.8087 Eh. As for the SMILES: N/C=[NH+]\CCCCO. As for the maximum force: 2.28 eV Å⁻¹.

Each line ends with the Mulliken charge.
Cartesian coordinates (Å):
O  1.70  1.35  0.84  -0.50
N  1.38  -1.58  -0.88  -0.17
N  -0.88  -2.01  -0.55  -0.12
C  -1.46  -0.62  -0.44  -0.84
C  -0.83  0.14  0.72  -0.61
C  0.72  2.04  0.00  -0.59
C  -0.66  1.64  0.54  -0.48
C  0.39  -2.29  -0.40  0.07
H  -1.31  -0.09  1.68  0.37
H  0.18  -0.19  0.89  0.42
H  1.19  -0.63  -1.14  0.12
H  -2.51  -0.82  -0.26  0.42
H  -1.36  -0.08  -1.38  0.32
H  1.06  1.68  -0.97  0.22
H  0.77  3.12  0.05  0.41
H  2.32  -1.90  -1.04  0.26
H  -0.72  2.11  1.52  0.32
H  2.26  2.00  1.28  0.30
H  -1.37  2.08  -0.16  0.37
H  0.68  -3.27  -0.10  0.42
H  -1.57  -2.67  -0.23  0.30